{"formula": "C4H13NO", "method": "ωB97M-V/def2-TZVPD", "elements": ["C", "C", "N", "H", "H", "H", "H", "H", "H", "H", "H", "C", "O", "C", "H", "H", "H", "H", "H"], "coordinates": [[0.980109, 0.048063, 3.513569], [0.627144, -0.803864, 2.315627], [-2.036548, 2.124988, -4.548209], [0.157594, 0.718970, 3.772318], [1.849162, 0.679666, 3.345830], [1.118921, -0.640416, 4.348923], [1.445333, -1.484686, 2.078101], [-0.289685, -1.388072, 2.438882], [-1.666852, 1.793702, -3.677419], [-2.252162, 1.311677, -5.096565], [-2.883415, 2.660083, -4.407321], [0.945645, -0.433531, -0.061499], [0.351087, 0.032944, 1.154195], [-0.190790, -0.924808, -1.028304], [1.404697, 0.468861, -0.478864], [1.765997, -1.154655, -0.030151], [-1.083934, -0.925456, -0.411437], [-0.199809, -0.158885, -1.797139], [-0.042486, -1.924590, -1.430535]], "forces_ev_per_a": [[-0.7, -0.2, 0.1], [-0.4, 0.6, -1.2], [0.2, 0.3, -0.4], [0.0, -0.1, 0.0], [0.2, -0.3, 0.0], [0.3, 0.2, 0.2], [0.0, -0.1, 0.0], [0.2, -0.1, 0.5], [0.0, 0.1, 0.5], [-0.2, -0.2, -0.2], [0.1, -0.1, 0.2], [-0.9, 0.8, -0.9], [1.4, -1.0, 0.6], [1.1, 0.5, 0.9], [-0.1, -0.1, -0.2], [-0.2, -0.2, 0.9], [-0.3, 0.1, -0.3], [-0.7, -0.3, -0.4], [0.1, 0.1, -0.1]], "mulliken_charge": [-1.123, -0.215, -0.647, 0.288, 0.286, 0.368, 0.311, 0.255, 0.212, 0.219, 0.219, -0.368, -0.370, -0.773, 0.298, 0.330, 0.290, 0.128, 0.291], "homo_lumo_gap_ev": 10.54, "largest_force_ev_per_a": 1.8, "homo_ev": -9.548, "charge": 0, "total_energy_ha": -290.15401, "lumo_energy_ev": 0.99, "e_above_lowest_kj_mol": 112.7, "smiles": "CCOCC.N"}